Entry 1:
Formula: C12H43N3O8
Source: the Open Molecules 2025 dataset
Level of theory: wB97M-V/def2-TZVPD

Structure (ORCA input):
```
! wB97M-V def2-TZVPD RIJCOSX def2/J DEFGRID3
* xyz 0 1
C -10.61 25.04 19.82
O -7.47 19.86 16.87
C -4.72 16.90 18.52
H -5.11 16.82 19.54
C -6.91 19.95 21.04
H -7.00 20.37 20.03
C -7.55 16.55 17.66
H -6.85 14.60 17.36
H -3.87 22.36 20.62
O -5.23 15.81 17.75
N -11.06 25.29 21.21
H -9.08 19.93 19.69
H -11.48 21.77 21.69
H -9.27 21.53 21.52
C -9.47 24.02 19.86
O -9.25 23.52 18.56
H -11.45 24.57 19.32
H -11.87 25.92 21.13
H -10.93 27.00 18.87
O -4.66 22.84 20.34
H -10.79 19.31 23.09
H -9.58 26.09 18.24
O -2.35 21.68 17.52
H -7.62 16.30 15.66
H -7.02 20.81 21.70
H -7.71 23.31 17.32
C -10.06 20.11 23.04
H -8.25 20.19 16.41
H -5.03 22.30 19.61
H -6.00 19.37 20.99
N -11.21 20.99 21.12
H -2.80 20.25 18.83
H -5.98 20.60 17.75
C -6.56 15.45 17.99
H -9.12 19.73 23.45
H -6.32 17.12 16.19
H -9.13 15.90 18.96
H -6.69 15.15 19.04
H -5.16 17.80 18.09
H -7.19 23.28 19.05
H -9.31 15.33 17.33
N -7.34 17.06 16.28
C -9.21 19.55 20.70
H -10.40 25.92 21.66
H -7.35 17.38 18.36
O -8.01 19.07 21.25
H -9.73 23.26 20.61
H -3.65 16.85 18.66
H -9.43 26.83 19.86
H -4.62 20.23 18.34
H -8.56 24.51 20.22
H -9.94 18.74 20.61
O -2.71 19.32 19.09
H -10.43 20.88 23.72
C -10.11 26.34 19.17
C -7.95 22.97 18.33
H -9.61 17.03 17.55
H -11.21 21.24 20.14
H -8.03 21.88 18.33
C -9.84 20.60 21.62
H -7.46 18.89 16.70
H -2.34 21.95 16.60
H -1.99 22.43 18.00
C -9.00 16.20 17.92
O -5.21 20.98 18.20
H -2.28 18.91 18.34
*
```

Output
- Electronic energy: -33990.31792 eV
- HOMO: -8.9 eV
- Energy relative to the best compared isomer or geometry (same formula, charge and spin): 1.3951 eV
- Structure (SMILES): COC[C@H](C)N.COC[C@H](C)N.COC[C@H](C)N.O.O.O.O.O
- Largest force on an atom: 2.07 eV/A
- Kohn-Sham gap: 9.165 eV



Entry 2:
Formula: C12H45BF4N3O8
Source: the Open Molecules 2025 dataset
Level of theory: wB97M-V/def2-TZVPD

Structure (ORCA input):
```
! wB97M-V def2-TZVPD RIJCOSX def2/J DEFGRID3
* xyz 1 1
H 6.03 -0.11 3.83
H 3.11 -0.17 1.99
O -1.44 4.11 -0.28
F -1.80 1.15 -0.29
F -0.52 -0.57 -0.98
O -1.74 -0.66 -4.18
H 0.33 -0.38 4.78
H 2.53 2.04 1.93
H 1.97 -1.24 -5.79
H 0.67 -0.24 -2.44
H -1.09 0.91 -5.25
H -1.11 -2.48 -1.82
H -3.15 0.78 -3.60
H -1.42 3.62 0.61
O -2.16 -2.85 3.22
B -0.49 0.64 -0.30
H 4.10 -1.13 -0.01
C 0.91 -1.17 -5.54
H -3.69 -0.85 -3.54
H 2.99 2.42 -0.30
O -1.60 -2.86 -2.56
O -1.71 2.73 1.98
C 0.62 -0.14 -4.44
H -2.89 -0.06 1.38
H -5.64 -0.41 1.41
C -3.07 -0.18 -4.13
C -0.78 0.37 -4.34
H 0.32 -0.14 3.27
C -3.20 -2.66 2.28
F 0.40 1.55 -0.92
O 3.40 3.04 -1.08
H -0.58 4.53 -0.44
N 2.52 1.67 0.97
H -1.73 1.93 1.42
H 2.40 -0.66 -0.47
H 5.16 1.71 0.88
N 1.08 -0.79 -3.19
H -1.63 -3.32 5.10
H -3.41 0.09 -5.14
O 5.69 -0.09 1.77
N -3.07 -0.19 2.37
C -5.02 -1.31 1.37
H 0.40 -0.88 -6.46
C 4.79 0.96 1.60
H 7.29 -0.75 2.83
H -3.27 -3.93 4.63
H -2.20 4.73 -0.28
H 7.00 1.03 2.91
H 1.55 1.34 0.89
H -0.88 1.16 -3.58
H -5.67 -2.19 1.44
C 3.42 0.48 1.16
H -1.70 2.38 2.88
C -2.54 -3.12 4.54
H -4.57 -1.37 0.37
H -3.08 -2.29 5.04
H -2.68 -2.62 1.32
H 0.56 -1.66 -3.10
H 4.72 1.55 2.53
O 0.00 0.22 4.11
H -4.46 -1.38 3.45
H 3.82 0.26 -0.96
H -1.81 -2.10 -3.13
F -0.05 0.44 1.03
C -3.97 -1.35 2.47
H -3.83 -3.55 2.23
H 1.23 0.76 -4.60
C 3.38 -0.32 -0.13
H 2.72 3.67 -1.37
H 0.49 -2.14 -5.25
H 3.64 2.46 -1.83
H -2.21 -0.47 2.84
C 6.55 0.04 2.88
*
```

Output
- Electronic energy: -45567.48242 eV
- HOMO: -10.9 eV
- Largest force on an atom: 2.45 eV/A
- Kohn-Sham gap: 6.421 eV



Entry 3:
Formula: C12H45N3O9
Source: the Open Molecules 2025 dataset
Level of theory: wB97M-V/def2-TZVPD

Structure (ORCA input):
```
! wB97M-V def2-TZVPD RIJCOSX def2/J DEFGRID3
* xyz 0 1
N -5.77 4.93 1.80
C 3.66 3.90 -0.34
H -4.23 4.16 -0.19
H -5.03 0.09 2.18
O -0.75 -4.48 2.76
H -0.08 0.73 5.10
C 1.83 -8.31 -1.47
C -2.82 5.60 -1.66
H -0.26 -7.57 -1.77
H -2.37 6.21 -0.88
O -5.70 0.27 2.84
H 1.57 -7.59 -4.15
H -5.71 4.56 -0.88
H 8.00 6.40 0.88
H 0.52 -5.28 -2.32
H -3.50 -2.98 -3.65
H -2.43 4.58 -1.67
C 6.01 4.73 -0.08
C 2.50 -10.55 -1.54
O -3.07 -2.38 -4.26
H -5.49 5.31 2.69
O -6.05 -4.10 1.92
H 1.74 -8.38 -0.39
H 1.85 -5.71 -2.54
H 2.36 -11.50 -2.07
H 4.91 3.24 2.37
H -5.78 1.22 2.84
O 0.56 1.31 4.69
H -0.18 -4.58 2.00
C 0.76 -7.33 -2.09
O -1.94 -0.85 0.81
C 0.63 -7.50 -3.60
C 8.27 5.40 0.54
H 3.81 3.72 -1.40
H 2.82 -8.00 -1.80
H 2.97 3.08 -0.13
H -6.00 6.51 0.46
C -4.80 5.03 -0.52
H 3.49 -10.19 -1.80
H -0.38 -5.06 3.42
H 9.19 4.98 0.94
H 2.42 -10.80 -0.49
H -3.76 7.35 0.61
C 4.89 3.79 0.43
H -3.37 5.80 1.51
H -1.72 -1.74 1.09
H 8.39 5.39 -0.54
H -2.56 5.88 -2.68
H -2.53 -1.82 -3.70
H -6.77 5.05 1.79
H -4.39 7.17 2.19
H 3.24 4.91 -0.31
O 1.60 -9.56 -2.03
H 0.29 -8.51 -3.84
H 6.34 4.37 -1.06
H 3.51 3.85 1.91
N 4.51 3.97 1.81
H 0.12 -6.69 -4.11
H 1.39 0.83 4.75
O -4.18 5.82 -1.56
N 1.16 -5.89 -1.83
C -4.10 6.59 1.32
H -5.87 -3.30 2.42
C -5.22 5.81 0.76
H -5.28 -4.65 2.06
O 7.17 4.47 0.85
H 5.29 2.78 0.42
H -1.44 -0.28 1.40
H 5.74 5.77 -0.20
*
```

Output
- Electronic energy: -36067.72688 eV
- HOMO: -9.1 eV
- Energy relative to the best compared isomer or geometry (same formula, charge and spin): 3.9430 eV
- Structure (SMILES): COC[C@H](C)N.COC[C@H](C)N.COC[C@H](C)N.O.O.O.O.O.O
- Largest force on an atom: 2.93 eV/A
- Kohn-Sham gap: 9.188 eV



Entry 4:
Formula: C12H48AsF6N24O12
Source: the Open Molecules 2025 dataset
Level of theory: wB97M-V/def2-TZVPD

Structure (ORCA input):
```
! wB97M-V def2-TZVPD RIJCOSX def2/J DEFGRID3
* xyz -2 2
N 1.27 3.81 2.95
H 4.27 -3.35 -3.56
H 5.19 0.28 -0.04
H -0.58 -4.07 0.45
H -2.59 -1.81 1.02
N 2.01 1.17 -3.55
H -0.85 2.36 4.58
H 0.03 0.17 -3.51
O -4.21 3.22 -1.02
H -0.13 3.68 -3.26
H 2.23 -1.05 -2.71
N -4.35 1.00 -0.57
N -2.98 -1.52 -2.40
H 2.17 -2.60 4.95
H -6.68 1.35 -1.07
H 2.98 1.41 -3.44
F -0.75 2.30 0.77
H -1.45 -5.48 -0.80
C 0.53 -5.00 -0.86
N 3.72 -2.58 -3.22
N 0.07 -0.38 4.69
H 0.14 7.22 -0.34
F 0.25 -1.20 0.69
H -5.69 -2.65 -2.82
C 5.35 1.07 -1.73
N -0.35 4.94 0.04
H -1.60 -1.72 2.53
H 1.01 -0.16 4.39
C 1.47 -4.06 3.91
C -1.59 2.52 -3.68
C 0.47 5.34 -0.93
H 7.15 0.92 -2.40
C -2.19 -3.48 2.14
H 3.21 -2.07 -3.93
H 1.55 -3.44 1.97
N 4.66 0.85 -0.67
N -0.58 3.29 -4.08
As -0.21 0.55 0.65
N -1.53 2.28 -2.38
H 2.12 4.33 3.11
O 1.04 3.57 5.11
H -0.44 -6.65 -1.48
H 3.65 0.80 -0.76
N -1.57 -2.66 2.90
H -0.75 -0.43 4.09
C -0.38 0.21 5.78
H 2.30 -1.28 -0.89
H 0.41 1.31 7.23
N -0.36 2.72 3.77
H 1.29 1.27 -2.84
C 3.41 -2.43 -1.99
O -2.37 -4.67 2.31
C 0.70 3.33 3.99
H -6.47 3.01 -1.39
C -4.14 -1.94 -2.07
H 1.86 -4.26 5.68
N 0.74 6.64 -0.91
O -2.38 2.11 -4.44
H -0.58 3.96 0.16
O -4.47 -1.99 -0.94
H 1.01 3.74 1.98
H -2.58 -1.36 -3.31
N 0.57 0.60 6.52
N 0.56 -0.15 -4.31
O 2.48 0.20 -5.48
O 0.82 4.49 -1.71
N -4.80 -2.28 -3.12
O 1.55 -5.22 -1.49
F -1.64 0.11 -0.30
O -1.50 0.41 5.98
N 0.33 -4.06 0.01
N -2.82 -2.77 1.22
F 0.79 0.79 -0.78
H -2.25 1.64 -2.09
O 3.80 -3.08 -1.07
N -6.05 2.10 -1.33
N -0.51 -5.73 -1.07
H 1.42 7.07 -1.52
O 1.24 -5.28 3.72
H -0.50 5.55 0.84
H 7.03 0.65 -0.67
H -3.34 1.00 -0.55
H 1.34 -2.23 3.19
O 4.85 1.36 -2.78
N 2.55 -1.48 -1.85
N 6.64 0.99 -1.53
H -3.73 -3.06 0.89
C 1.74 0.46 -4.54
F 1.12 0.89 1.80
C -4.80 2.19 -0.98
H -4.94 0.18 -0.59
N 1.55 -3.19 2.95
H -2.43 -1.27 -1.58
H -4.37 -2.69 -3.93
N 1.74 -3.50 5.02
H -0.77 2.75 -1.90
H -0.81 3.83 -4.91
H 1.55 0.49 6.33
H 1.02 -3.33 0.16
H 0.22 -0.86 -4.94
F -1.31 0.27 1.97
H -1.07 -2.95 3.73
H -0.74 2.70 2.84
*
```

Output
- Electronic energy: -150710.67832 eV
- HOMO (spin up / spin down): 0.7 / -4.6 eV
- Largest force on an atom: 8.14 eV/A
- Kohn-Sham gap (spin up / spin down): 3.395 / 8.569 eV



Entry 5:
Formula: C12H48N20O12
Source: the Open Molecules 2025 dataset
Level of theory: wB97M-V/def2-TZVPD

Structure (ORCA input):
```
! wB97M-V def2-TZVPD RIJCOSX def2/J DEFGRID3
* xyz 0 1
N 21.59 22.88 -2.30
N 18.50 25.92 -5.10
H 12.01 19.73 -13.26
O 23.15 24.09 -6.17
H 21.60 19.99 -3.44
H 23.66 24.94 -10.95
C 19.49 22.00 -9.29
N 12.66 24.63 -7.68
H 21.05 21.20 -16.69
H 18.46 21.25 -14.62
N 17.53 27.62 -4.32
H 27.24 18.55 -6.08
H 17.57 17.44 -12.54
H 11.68 24.46 -7.86
H 13.70 23.36 -10.29
H 16.65 27.20 -4.57
C 24.28 24.52 -6.25
H 21.13 21.33 -8.31
H 14.48 20.60 -15.11
C 21.31 21.58 -2.28
H 25.28 22.74 -6.24
H 18.96 16.47 -12.98
N 15.99 15.74 -12.23
H 23.75 26.29 -6.58
N 18.01 16.54 -12.64
O 14.85 20.86 -12.72
N 24.58 25.81 -6.27
H 22.57 19.36 -11.40
C 21.04 27.52 -9.49
H 25.45 26.31 -6.10
H 20.03 27.71 -11.23
H 22.11 21.59 -4.04
H 21.36 23.49 -1.53
N 27.46 18.51 -7.07
N 22.80 17.18 -10.85
C 22.91 17.53 -12.14
H 20.46 28.30 -8.99
H 23.13 19.25 -13.07
O 23.14 16.80 -13.07
C 18.68 27.12 -4.60
H 25.02 23.75 -10.77
H 19.25 25.24 -5.15
O 17.75 14.38 -12.43
H 19.78 22.99 -9.63
H 26.17 18.70 -9.85
H 22.05 27.71 -9.12
H 26.26 24.18 -6.16
C 13.48 24.41 -8.68
N 23.62 25.14 -13.14
C 24.54 24.42 -12.56
N 22.83 18.81 -12.21
N 12.82 19.91 -12.68
O 20.90 27.49 -10.87
H 23.05 16.24 -10.56
O 14.65 24.67 -8.52
H 28.36 18.18 -7.41
H 20.75 26.54 -9.09
H 18.88 22.11 -8.39
O 20.70 21.20 -9.16
H 12.72 20.27 -14.86
H 22.62 17.93 -10.20
N 24.37 24.32 -11.30
H 17.57 25.52 -5.06
H 20.20 21.58 -18.18
H 15.57 14.92 -11.81
N 21.72 20.99 -3.33
H 23.75 25.32 -14.13
H 23.01 25.63 -12.51
H 20.22 21.45 -14.90
H 27.73 18.09 -9.45
C 13.82 20.44 -13.31
O 20.73 20.97 -1.37
H 15.46 16.59 -12.40
H 12.04 23.50 -9.89
O 17.94 21.20 -16.91
H 17.54 28.55 -3.93
H 12.94 24.96 -6.76
H 18.90 21.60 -10.11
O 25.40 19.00 -7.57
N 25.36 23.75 -6.32
N 19.29 21.19 -15.19
C 19.06 21.32 -16.48
N 26.85 18.48 -9.14
N 20.20 21.43 -17.18
H 12.80 20.00 -11.67
N 13.63 20.61 -14.57
O 25.45 23.79 -13.14
C 17.25 15.48 -12.43
H 21.67 23.26 -3.23
O 19.78 27.60 -4.51
N 12.99 23.77 -9.69
C 26.52 18.70 -7.88
*
```

Output
- Electronic energy: -67598.54761 eV
- HOMO: -9.3 eV
- Energy relative to the best compared isomer or geometry (same formula, charge and spin): 6.8644 eV
- Structure (SMILES): NC(N)=O.NC(N)=O.NC(N)=O.NC(N)=O.NC(N)=O.NC(N)=O.NC(N)=O.NC(N)=O.NC(N)=O.NC(N)=O.CO.CO
- Largest force on an atom: 6.94 eV/A
- Kohn-Sham gap: 9.331 eV



Entry 6:
Formula: C12H48N24O12
Source: the Open Molecules 2025 dataset
Level of theory: wB97M-V/def2-TZVPD

Structure (ORCA input):
```
! wB97M-V def2-TZVPD RIJCOSX def2/J DEFGRID3
* xyz 0 1
N -4.44 -0.54 -9.30
H -6.77 3.62 0.75
O 0.28 1.54 -1.59
C 2.82 -7.22 0.75
H -2.29 5.19 -5.93
N 4.47 3.59 6.69
N 5.75 7.29 0.57
H 2.45 0.70 -8.75
C 5.12 -2.32 5.66
H -4.94 -0.37 -7.31
H -5.29 -2.53 2.47
H -0.89 5.13 -4.89
O -2.07 -3.36 7.77
N 6.09 -3.06 5.25
N -1.60 5.67 -5.37
H 3.30 -9.10 0.68
O 2.31 -6.23 1.25
N 3.31 1.05 -9.13
H -0.04 6.67 -4.12
H -3.56 0.70 -6.78
N 4.83 4.26 8.72
N -5.30 3.67 -0.97
H -4.73 -2.69 4.08
C -1.39 -3.27 6.73
C 0.42 0.91 -0.55
H -1.85 -5.37 -2.95
C -1.37 6.91 -5.63
H 5.85 -2.51 7.59
O 4.56 2.80 -9.00
H 2.80 7.10 1.40
H -4.57 3.52 -1.66
H 4.31 -1.74 7.35
H -4.85 -7.86 -3.20
N 5.06 -2.31 6.99
N -1.02 -2.08 6.17
N -2.46 -6.11 -2.64
O -7.66 -2.83 3.23
H 2.37 -8.59 2.12
N -4.20 0.30 -7.45
H -0.40 -1.96 5.37
H 1.83 0.40 0.85
O -5.77 1.47 -1.27
N -0.50 7.28 -4.79
O 6.49 4.32 7.31
H 5.42 4.73 9.39
H 6.32 7.36 1.40
H 6.58 -3.58 5.96
H -2.00 -7.01 -2.65
H -7.57 -3.60 5.58
O -4.44 -5.60 -3.51
N -6.59 2.69 0.41
H 1.94 1.86 -7.76
H 6.18 7.03 -0.30
H -5.76 4.52 -0.68
H 4.28 -8.00 -0.42
H 1.81 2.00 0.19
H -6.65 1.87 1.00
H -4.08 -0.82 -10.20
H -3.31 -8.33 -2.62
O 4.34 -1.68 4.96
H 0.12 -0.84 0.36
N 3.76 7.21 1.69
C -6.71 -2.87 3.92
H 3.69 -6.39 -0.80
N 3.62 -7.25 -0.27
H 4.05 0.60 -9.66
N -0.98 -4.18 5.93
H -0.48 8.29 -4.82
H 2.76 3.22 -7.13
H 3.87 4.01 8.94
C 4.42 7.22 0.54
H 6.18 -3.34 4.28
H -5.38 -0.72 -8.98
H 4.07 7.73 2.50
N -5.51 -2.52 3.46
C 3.59 2.17 -8.64
H -1.03 -0.35 -0.88
N 2.76 -8.42 1.21
O -2.49 0.46 -8.68
N 1.33 1.12 0.35
C 5.37 4.08 7.51
C -3.67 -6.36 -3.03
N -6.68 -3.42 5.15
H -1.52 -1.27 6.52
H -0.37 -3.83 5.21
N -3.94 -7.57 -2.87
H -5.87 -3.23 5.72
O 3.87 6.88 -0.48
H -0.78 -5.04 6.41
O -2.20 7.54 -6.34
C -3.60 0.04 -8.50
N 2.81 2.36 -7.65
H 3.58 3.30 7.07
H 4.69 3.42 5.72
C -5.96 2.53 -0.72
N -0.28 -0.13 -0.23
*
```

Output
- Electronic energy: -73557.09393 eV
- HOMO: -9.3 eV
- Energy relative to the best compared isomer or geometry (same formula, charge and spin): 13.2689 eV
- Structure (SMILES): NC(N)=O.NC(N)=O.NC(N)=O.NC(N)=O.NC(N)=O.NC(N)=O.NC(N)=O.NC(N)=O.NC(N)=O.NC(N)=O.NC(N)=O.NC(N)=O
- Largest force on an atom: 8.95 eV/A
- Kohn-Sham gap: 9.078 eV